1.
{"formula": "C6H26N2O4", "method": "the ωB97M-V functional and the def2-TZVPD basis", "elements": ["C", "C", "C", "C", "C", "C", "N", "N", "H", "H", "H", "H", "H", "H", "H", "H", "H", "H", "H", "H", "H", "H", "H", "H", "H", "H", "H", "H", "O", "H", "H", "O", "H", "H", "O", "H", "H", "O"], "xyz": [[-1.32570, 1.49588, -1.52496], [-0.66470, 0.27775, -1.76023], [-0.70353, -0.68708, -0.46129], [-0.03643, -0.19484, 0.83602], [1.43317, -0.38803, 1.05383], [1.75229, -1.14968, 2.39937], [2.21831, -0.10570, 3.41045], [-1.23831, -0.60416, -2.91029], [-1.49260, 2.15045, -2.44735], [-0.73229, 2.10838, -0.89912], [-2.29835, 1.44972, -1.05742], [0.44051, 0.30143, -2.05457], [-1.76422, -0.77746, -0.28129], [-0.28565, -1.69520, -0.73501], [-0.55031, -0.66848, 1.79444], [-0.52826, 0.82442, 0.97564], [1.81550, -0.95279, 0.33707], [1.76753, 0.56360, 1.05426], [0.99820, -1.60187, 2.89478], [2.55800, -1.86673, 2.15872], [1.57745, 0.53169, 4.13137], [2.78441, 0.71538, 3.12448], [2.81608, -0.80295, 4.00742], [-0.36397, -0.77326, -3.52684], [-1.62662, -1.49237, -2.58746], [-1.97459, -0.14487, -3.56503], [4.87312, 1.77376, 0.57877], [4.75631, 2.20922, -0.79141], [4.24173, 1.97065, -0.12139], [0.25636, 1.28192, 5.42361], [0.81064, 0.05807, 6.21274], [0.57472, 0.34894, 5.32892], [-4.44661, -1.89866, -2.26148], [-3.35614, -2.34426, -1.29923], [-3.54847, -1.70293, -2.01559], [-3.44894, -0.03424, -5.14750], [-2.41928, 1.24289, -5.46569], [-2.86933, 0.58139, -4.80872]], "mulliken_charge": [-1.700, 0.816, -1.212, -0.651, -0.963, -0.693, -0.397, -0.219, 0.358, 0.502, 0.389, 0.231, 0.389, 0.423, 0.302, 0.377, 0.597, 0.412, 0.488, 0.351, 0.334, 0.383, 0.402, 0.420, 0.376, 0.310, 0.303, 0.283, -0.576, 0.366, 0.344, -0.680, 0.289, 0.302, -0.616, 0.289, 0.354, -0.686], "e_lumo_ev": -5.322, "homo_lumo_gap_ev": 11.3, "largest_force_ev_per_a": 6.02, "total_charge": 2, "e_homo_ev": -16.57}

=====

2.
{"formula": "C21H47NO3", "method": "the ωB97M-V functional and the def2-TZVPD basis", "elements": ["C", "O", "C", "C", "C", "N", "C", "O", "O", "C", "C", "C", "C", "H", "H", "H", "H", "H", "H", "H", "H", "H", "H", "H", "H", "H", "H", "H", "H", "H", "H", "H", "C", "C", "C", "C", "C", "C", "H", "H", "H", "H", "H", "H", "H", "H", "H", "H", "H", "H", "H", "H", "C", "C", "C", "C", "C", "C", "H", "H", "H", "H", "H", "H", "H", "H", "H", "H", "H", "H", "H", "H"], "xyz": [[-2.91267, -4.01993, 3.59775], [-2.47877, -3.73422, 2.22733], [-1.19449, -4.36309, 2.02790], [0.04173, -3.41589, 2.50918], [1.23866, -4.40610, 2.88001], [2.49919, -3.74950, 3.33854], [2.81466, -2.53353, 2.61603], [2.81266, -2.55091, 1.35391], [3.19001, -1.31500, 3.23668], [2.05899, -0.62266, 3.82828], [2.01182, -0.63412, 5.43163], [0.46397, -0.90590, 5.85004], [2.96159, -1.71259, 6.13384], [-2.02287, -3.90103, 4.30190], [-3.34223, -5.07364, 3.64540], [-3.74157, -3.27329, 3.83071], [-1.12709, -5.37847, 2.57680], [-1.06814, -4.58488, 0.90363], [-0.34721, -2.80222, 3.39081], [0.25454, -2.72051, 1.62953], [0.86692, -5.03706, 3.77327], [1.45781, -5.15858, 2.04560], [2.55193, -3.63797, 4.35729], [2.16179, 0.48326, 3.51288], [1.07872, -0.97107, 3.33012], [2.32353, 0.39975, 5.79984], [0.41227, -1.02669, 6.99052], [-0.19671, -0.03224, 5.49232], [0.12098, -1.86412, 5.33158], [3.27287, -1.27138, 7.15444], [2.40892, -2.68682, 6.38987], [3.93172, -1.93429, 5.58400], [2.88843, 0.40899, -4.52395], [1.70294, -0.09738, -3.71285], [1.02265, 0.99636, -2.88907], [1.90064, 1.65059, -1.81848], [2.49476, 0.68959, -0.78651], [1.44124, -0.02879, 0.04447], [3.68108, 0.79840, -3.88132], [3.31354, -0.40455, -5.11813], [2.57924, 1.20207, -5.21087], [2.02465, -0.92031, -3.06723], [0.96527, -0.52094, -4.40282], [0.12718, 0.57595, -2.41888], [0.66447, 1.78060, -3.56698], [1.30242, 2.40647, -1.29536], [2.71836, 2.19683, -2.30041], [3.13833, 1.26329, -0.11071], [3.14245, -0.04492, -1.27450], [0.80998, 0.68848, 0.57814], [1.92229, -0.67244, 0.78499], [0.79946, -0.66052, -0.57467], [-1.45517, 4.45660, -2.30964], [-2.90425, 4.00263, -2.42374], [-3.07435, 2.72812, -3.25137], [-2.64471, 2.83838, -4.71717], [-3.35066, 3.93070, -5.52309], [-4.85440, 3.72002, -5.63493], [-1.03197, 4.70657, -3.28512], [-1.38832, 5.34865, -1.68079], [-0.83863, 3.67601, -1.85458], [-3.51159, 4.81365, -2.83757], [-3.29055, 3.81563, -1.41616], [-4.12231, 2.41414, -3.20143], [-2.49781, 1.92141, -2.78359], [-2.82043, 1.87092, -5.20240], [-1.56411, 3.00764, -4.76927], [-2.92582, 3.94423, -6.53258], [-3.14764, 4.91634, -5.09322], [-5.07940, 2.75883, -6.10448], [-5.30037, 4.50748, -6.24830], [-5.34045, 3.74896, -4.65710]], "mulliken_charge": [-0.556, -0.374, -0.617, 0.758, -0.834, -0.116, 0.277, -0.526, -0.357, -0.303, 0.591, -1.114, -1.410, 0.241, 0.257, 0.236, 0.319, 0.341, -0.230, -0.123, 0.390, 0.218, 0.337, 0.339, 0.026, 0.380, 0.375, 0.319, 0.129, 0.388, 0.283, 0.320, -1.239, -0.542, -0.212, -0.838, -0.533, -0.443, 0.292, 0.385, 0.292, 0.269, 0.380, 0.243, 0.312, 0.273, 0.348, 0.366, 0.232, 0.288, -0.151, 0.303, -0.888, -0.455, -0.603, -0.341, -0.553, -1.229, 0.271, 0.403, 0.041, 0.252, 0.365, 0.340, 0.272, 0.398, 0.116, 0.405, 0.257, 0.289, 0.384, 0.286], "smiles": "COCCCNC(=O)OCC(C)C.CCCCCC.CCCCCC", "e_lumo_ev": 0.603, "homo_lumo_gap_ev": 10.4, "largest_force_ev_per_a": 4.53, "total_charge": 0, "e_homo_ev": -9.77}

=====

3.
{"formula": "C2H5NOS", "method": "the ωB97M-V functional and the def2-TZVPD basis", "elements": ["C", "C", "N", "O", "S", "H", "H", "H", "H", "H"], "xyz": [[0.07733, -0.93429, 1.22052], [-1.87387, -0.71477, -0.41633], [-0.80525, -0.74207, 0.48176], [2.41744, -0.80505, -0.72916], [3.19484, 0.33043, 0.25916], [2.55574, -1.72318, -0.46814], [-1.96949, -1.66988, -0.85608], [-1.78912, 0.04883, -1.09368], [-2.74191, -0.69645, 0.24985], [2.84900, 1.26928, -0.58441]], "mulliken_charge": [-0.165, -0.679, -0.011, -0.464, -0.011, 0.321, 0.310, 0.262, 0.303, 0.134], "e_lumo_ev": 0.541, "homo_lumo_gap_ev": 9.1, "largest_force_ev_per_a": 3.32, "total_charge": 0, "e_homo_ev": -8.54}

=====

4.
{"formula": "CH2F2N2", "method": "the ωB97M-V functional and the def2-TZVPD basis", "elements": ["H", "N", "C", "N", "F", "F", "H"], "xyz": [[-0.79566, -0.74766, -0.99958], [0.17731, -0.58931, -0.67406], [0.63216, -0.06590, 0.32764], [2.38000, 0.00908, 0.56965], [2.79865, 1.08383, -0.14999], [2.81697, -1.01449, -0.08123], [0.25398, 0.39912, 1.34313]], "mulliken_charge": [0.275, -0.453, 0.142, 0.022, -0.161, -0.122, 0.297], "smiles": "[H]/N=C/N(F)F", "e_lumo_ev": 0.964, "homo_lumo_gap_ev": 10.5, "largest_force_ev_per_a": 5.10, "total_charge": 0, "e_homo_ev": -9.57}